Entry 1:
ORCA calculation (the ωB97M-V functional and the def2-TZVPD basis) on 13 unconnected molecules or ions with the total composition C39H88N12O15 in a non-equilibrium geometry.

Output
**Gap between HOMO and LUMO**: 0.3405 Eh
**HOMO energy**: -0.3400 hartree
**E_tot**: -90464.86996 eV
**Charge**: 0
**F_max**: 0.0817 Eh/bohr

Each line ends with the Mulliken charge.
Element x y z (Å)
C 2.312 7.907 -3.193  -0.30
C 1.321 8.652 -4.087  -0.28
O 0.080 8.158 -3.508  -0.33
C 0.291 7.691 -2.264  0.66
O -0.581 7.237 -1.555  -0.56
O 1.625 7.629 -2.049  -0.29
H 3.246 8.459 -3.083  0.31
H 2.546 6.978 -3.714  0.25
H 1.402 8.322 -5.122  0.28
H 1.421 9.737 -4.056  0.25
C -3.168 -11.319 4.423  -1.10
C -2.158 -10.271 4.410  0.73
O -1.465 -9.933 5.398  -0.62
N -1.985 -9.688 3.167  -0.20
C -0.791 -8.994 2.749  -0.85
H -4.019 -10.986 3.828  0.33
H -3.503 -11.734 5.374  0.31
H -2.792 -12.139 3.811  0.29
H -2.659 -9.820 2.426  0.24
H -0.702 -8.889 1.668  0.35
H 0.062 -9.657 2.895  0.28
H -0.678 -8.063 3.305  0.25
C 5.476 4.682 2.279  -1.03
C 6.103 4.743 0.877  0.69
O 5.549 4.152 -0.062  -0.63
N 7.264 5.490 0.742  -0.17
C 7.967 5.634 -0.493  -0.87
H 5.521 3.719 2.787  0.26
H 4.486 5.134 2.334  0.28
H 5.972 5.312 3.017  0.32
H 7.594 6.086 1.487  0.24
H 8.287 6.657 -0.690  0.31
H 7.418 5.281 -1.367  0.30
H 8.845 4.994 -0.402  0.29
C -0.702 -8.418 -4.889  -0.91
C 0.766 -8.579 -4.628  0.65
O 1.360 -7.730 -3.976  -0.64
N 1.395 -9.683 -5.007  -0.21
C 2.770 -9.991 -4.577  -0.79
H -0.699 -7.408 -5.297  0.24
H -1.371 -8.392 -4.029  0.27
H -1.093 -9.126 -5.620  0.31
H 0.904 -10.491 -5.362  0.26
H 3.111 -11.005 -4.788  0.33
H 2.889 -9.847 -3.504  0.26
H 3.476 -9.330 -5.080  0.24
C 5.849 -5.985 -0.467  -1.06
C 6.611 -5.614 -1.708  0.69
O 7.840 -5.492 -1.714  -0.65
N 5.926 -5.361 -2.803  -0.16
C 6.375 -4.937 -4.103  -0.83
H 5.775 -7.062 -0.318  0.29
H 4.857 -5.537 -0.401  0.30
H 6.460 -5.758 0.407  0.32
H 4.990 -5.738 -2.778  0.21
H 7.133 -5.628 -4.473  0.30
H 6.817 -3.944 -4.017  0.24
H 5.690 -4.798 -4.939  0.33
C -6.680 4.609 -0.625  -0.89
C -7.505 5.728 -1.174  0.62
O -7.175 6.312 -2.242  -0.67
N -8.684 6.092 -0.630  -0.21
C -9.219 5.803 0.736  -0.79
H -5.899 4.996 0.029  0.21
H -6.225 4.036 -1.432  0.30
H -7.373 3.956 -0.094  0.32
H -9.026 6.961 -1.015  0.24
H -10.287 5.661 0.570  0.28
H -9.155 6.709 1.340  0.26
H -8.777 4.986 1.307  0.33
C -6.045 -3.733 -1.421  -0.92
C -6.328 -3.972 -2.921  0.62
O -7.206 -4.779 -3.268  -0.63
N -5.393 -3.441 -3.752  -0.20
C -5.474 -3.581 -5.274  -0.83
H -5.382 -2.907 -1.162  0.31
H -5.751 -4.690 -0.988  0.23
H -6.961 -3.472 -0.892  0.29
H -4.669 -2.814 -3.434  0.25
H -4.848 -4.412 -5.598  0.26
H -5.063 -2.709 -5.782  0.33
H -6.503 -3.728 -5.604  0.29
C 2.935 0.839 6.628  -0.98
C 1.572 1.392 6.269  0.54
O 0.816 0.729 5.621  -0.63
N 1.321 2.594 6.775  -0.12
C 2.061 3.193 7.848  -0.89
H 3.734 1.494 6.977  0.33
H 3.302 0.244 5.792  0.31
H 2.826 0.062 7.384  0.28
H 0.594 3.078 6.267  0.25
H 1.644 4.122 8.235  0.31
H 3.041 3.435 7.435  0.32
H 2.141 2.539 8.716  0.30
C -9.814 -0.383 4.383  -0.90
C -8.328 -0.471 4.671  0.58
O -7.961 -0.942 5.764  -0.62
N -7.507 0.055 3.746  -0.17
C -6.061 0.288 3.920  -0.83
H -10.024 0.171 3.469  0.28
H -10.407 0.016 5.207  0.28
H -10.140 -1.407 4.199  0.25
H -7.813 -0.065 2.791  0.24
H -5.895 0.773 4.882  0.29
H -5.682 1.017 3.204  0.31
H -5.453 -0.614 3.992  0.28
C -1.067 2.821 -5.501  -0.90
C 0.424 2.871 -5.626  0.73
O 0.956 3.757 -6.275  -0.68
N 1.079 1.866 -5.032  -0.13
C 2.520 1.644 -5.013  -0.87
H -1.409 2.858 -6.535  0.25
H -1.424 3.744 -5.044  0.26
H -1.460 1.991 -4.912  0.28
H 0.477 1.239 -4.517  0.16
H 2.685 0.670 -5.475  0.31
H 2.828 1.663 -3.968  0.28
H 3.094 2.382 -5.575  0.31
C 9.108 0.575 -2.654  -0.93
C 8.906 -0.196 -1.331  0.64
O 9.705 -1.069 -1.003  -0.62
N 7.799 0.159 -0.589  -0.13
C 7.543 -0.514 0.640  -0.95
H 8.535 1.500 -2.718  0.29
H 8.910 -0.084 -3.500  0.23
H 10.159 0.859 -2.695  0.28
H 7.125 0.835 -0.920  0.25
H 6.457 -0.608 0.612  0.36
H 7.835 0.076 1.509  0.26
H 7.952 -1.523 0.690  0.31
C 0.334 -2.478 -0.470  -0.91
C -0.244 -1.105 -0.791  0.73
O -0.894 -0.849 -1.788  -0.67
N 0.034 -0.155 0.137  -0.17
C -0.382 1.250 0.111  -0.92
H 1.068 -2.661 -1.255  0.22
H -0.391 -3.291 -0.489  0.28
H 0.809 -2.470 0.511  0.29
H 0.586 -0.398 0.947  0.21
H 0.497 1.862 0.314  0.33
H -1.133 1.547 0.843  0.30
H -0.696 1.657 -0.850  0.30
C -4.361 7.240 4.069  -0.94
C -2.961 6.982 4.303  0.68
O -2.583 5.907 4.789  -0.68
N -2.210 8.017 4.066  -0.19
C -0.793 7.936 4.356  -0.81
H -4.941 7.444 4.969  0.23
H -4.767 6.316 3.657  0.26
H -4.556 8.059 3.377  0.33
H -2.601 8.773 3.522  0.25
H -0.397 7.658 5.333  0.25
H -0.461 8.927 4.043  0.32
H -0.383 7.245 3.620  0.30

Entry 2:
ORCA calculation (the ωB97M-V functional and the def2-TZVPD basis) on 9 unconnected molecules or ions with the total composition C21H55N5O18 in a non-equilibrium geometry.

Output
**Gap between HOMO and LUMO (alpha / beta)**: 0.2923 / 0.0661 Eh
**HOMO energy (alpha / beta)**: -0.4068 / -0.4068 hartree
**E_tot**: -66942.17169 eV
**Charge**: +1
**F_max**: 0.0720 Eh/bohr
**Spin multiplicity**: 2

Each line ends with the Mulliken charge.
Element x y z (Å)
C -10.497 0.490 -11.649  -0.68
N -10.190 1.910 -12.073  0.92
O -9.001 2.262 -12.028  -0.49
O -11.159 2.620 -12.284  -0.54
H -11.421 0.577 -11.078  0.34
H -9.687 0.129 -11.016  0.08
H -10.629 -0.107 -12.551  0.37
C -8.240 1.479 -7.064  0.34
N -8.278 1.803 -8.579  0.88
O -7.994 0.891 -9.410  -0.59
O -8.555 2.923 -8.892  -0.38
H -8.292 0.396 -6.960  -0.66
H -9.115 2.010 -6.688  0.33
H -7.311 1.830 -6.614  -0.03
C -6.359 5.304 -7.823  -0.55
N -7.130 6.495 -8.163  1.00
O -6.904 6.980 -9.226  -0.54
O -7.920 6.945 -7.320  -0.54
H -6.851 4.378 -8.119  0.02
H -6.135 5.464 -6.768  0.29
H -5.451 5.192 -8.416  0.34
C -10.729 5.049 -10.007  -0.63
N -10.675 6.570 -10.131  0.88
O -10.430 7.221 -9.140  -0.50
O -11.131 7.007 -11.205  -0.54
H -9.674 4.772 -10.014  0.25
H -11.352 4.550 -10.749  0.26
H -11.167 4.768 -9.049  0.28
C -9.120 -2.580 -4.149  -0.80
N -8.694 -1.234 -4.417  0.94
O -7.663 -0.756 -3.885  -0.53
O -9.447 -0.700 -5.221  -0.48
H -8.461 -3.363 -4.526  0.23
H -10.180 -2.752 -4.335  0.27
H -8.867 -2.439 -3.098  0.40
C -2.934 -1.517 -6.061  -0.79
O -3.830 -0.420 -6.304  -0.14
C -3.163 0.835 -6.457  -0.72
C -4.269 1.909 -6.660  -0.66
O -5.193 1.497 -7.688  0.02
C -5.017 2.162 -8.945  -0.66
H -3.584 -2.390 -6.108  0.11
H -2.323 -1.393 -5.167  0.39
H -2.385 -1.810 -6.955  0.37
H -2.506 1.049 -7.300  0.30
H -2.550 0.908 -5.559  0.44
H -3.729 2.854 -6.728  0.41
H -4.812 1.997 -5.719  0.41
H -5.079 3.240 -8.797  0.07
H -5.785 1.928 -9.682  0.17
H -4.075 1.964 -9.457  0.35
C -14.052 -3.318 -10.245  -0.67
O -13.020 -4.194 -9.926  -0.38
C -11.811 -3.968 -10.673  -0.82
C -10.801 -3.235 -9.769  -0.22
O -11.378 -2.023 -9.252  -0.34
C -10.511 -1.368 -8.384  -0.62
H -14.305 -3.508 -11.288  0.34
H -13.779 -2.263 -10.264  0.26
H -14.890 -3.439 -9.559  0.25
H -12.089 -3.475 -11.604  0.36
H -11.400 -4.896 -11.069  0.36
H -9.845 -3.043 -10.256  0.34
H -10.689 -3.821 -8.857  0.30
H -11.092 -0.490 -8.101  0.30
H -9.534 -1.128 -8.803  0.13
H -10.415 -1.949 -7.467  0.47
C -5.870 -7.027 -9.244  -0.64
O -5.552 -6.367 -8.020  -0.30
C -5.470 -4.889 -8.002  -0.29
C -6.887 -4.351 -7.928  -0.18
O -7.112 -3.277 -7.075  -0.07
C -6.592 -1.988 -7.438  -0.32
H -5.946 -8.058 -8.898  0.26
H -4.926 -7.009 -9.788  0.34
H -6.723 -6.573 -9.749  0.33
H -4.900 -4.408 -8.797  0.40
H -4.863 -4.668 -7.124  0.21
H -7.501 -5.151 -7.512  0.35
H -7.261 -4.025 -8.898  0.37
H -6.782 -1.183 -6.727  -0.07
H -6.997 -1.626 -8.383  0.34
H -5.512 -2.126 -7.485  0.25
C -10.505 3.694 -0.757  -0.80
O -10.985 4.081 -2.002  -0.33
C -10.893 3.029 -2.978  -0.45
C -11.701 3.418 -4.197  -0.50
O -13.042 3.479 -4.107  -0.40
C -13.501 4.552 -3.359  -0.69
H -11.195 2.891 -0.496  0.36
H -10.821 4.416 -0.005  0.28
H -9.445 3.439 -0.765  0.26
H -11.391 2.143 -2.584  0.34
H -9.853 2.762 -3.162  0.46
H -11.271 2.740 -4.935  0.19
H -11.377 4.368 -4.622  0.42
H -14.582 4.641 -3.462  0.29
H -13.073 5.492 -3.709  0.32
H -13.310 4.641 -2.290  0.23